A | A 10-piece molecular cluster, C40H106N14O16 overall. Source: the Open Molecules 2025 dataset; level of theory: the ωB97M-V functional and the def2-TZVPD basis.

Values from the calculation:
- Highest occupied orbital energy: -8.4 eV
- Gap between HOMO and LUMO: 0.301 hartree

Geometry as ORCA input:
```
! RIJCOSX wB97M-V def2-TZVPD def2/J DEFGRID3
* xyz 0 1
C 1.41836 3.33885 6.75656
O 1.90795 4.31681 5.84301
C 3.30704 4.38195 5.75207
C 3.70417 5.84111 5.44195
N 2.83256 6.58111 4.52300
C 3.07014 6.13565 3.13537
C 1.88787 6.47100 2.22345
O 0.77212 5.73540 2.67981
C -0.38487 5.92195 1.88280
H 1.60138 2.31553 6.41675
H 0.34506 3.51386 6.70859
H 1.83983 3.47482 7.75314
H 3.74244 3.69029 5.02132
H 3.86631 4.16498 6.66991
H 4.76515 5.92529 5.19852
H 3.62557 6.38514 6.38927
H 1.90658 6.17175 4.66133
H 3.26311 5.05678 3.07568
H 3.95041 6.64131 2.72781
H 2.22254 6.10828 1.24650
H 1.71437 7.54687 2.29949
H -0.76569 6.94437 1.95256
H -1.09195 5.15063 2.17557
H -0.13213 5.78782 0.82355
C -2.43104 3.68046 4.86978
O -2.24614 2.29725 4.67558
C -3.42778 1.65801 4.18381
C -3.15268 0.18093 4.02981
N -2.96047 -0.47153 5.32468
C -2.36686 -1.81061 5.17103
C -0.87304 -1.72645 4.87919
O -0.29364 -0.80161 5.79279
C 1.05052 -0.54891 5.50496
H -2.95734 3.96788 5.78389
H -2.92023 4.14860 4.00899
H -1.42362 4.09754 4.92328
H -3.58486 2.09561 3.18865
H -4.35648 1.88315 4.71440
H -2.26250 -0.00551 3.41586
H -3.94583 -0.28830 3.43830
H -2.38210 0.14165 5.88457
H -2.93151 -2.23593 4.34130
H -2.50865 -2.37950 6.08951
H -0.67093 -1.33007 3.87736
H -0.47322 -2.75081 4.86228
H 1.80026 -1.31943 5.73464
H 1.31369 0.28279 6.16206
H 1.19579 -0.28272 4.45123
C -4.32023 -0.62026 -4.00379
O -4.57521 -0.56778 -2.60639
C -5.96234 -0.64067 -2.29931
C -6.08220 -0.63975 -0.77809
N -5.33164 0.38942 -0.06589
C -5.84421 1.73449 -0.33815
C -5.41294 2.65998 0.78406
O -3.98159 2.77206 0.79771
C -3.43248 3.37970 -0.34407
H -5.03571 -1.20786 -4.58172
H -3.38394 -1.16564 -4.15919
H -4.17471 0.38783 -4.39825
H -6.45980 -1.52731 -2.70360
H -6.46569 0.21829 -2.75950
H -5.69347 -1.60139 -0.42717
H -7.12947 -0.66227 -0.47070
H -4.36569 0.32327 -0.35493
H -6.91771 1.74177 -0.53562
H -5.45543 2.17883 -1.26333
H -5.74465 2.31992 1.76290
H -5.82875 3.66923 0.67986
H -3.50875 2.77330 -1.25421
H -2.38599 3.63000 -0.19133
H -3.97677 4.29286 -0.61959
C -0.00400 1.60108 -9.94301
O 0.97877 1.67524 -8.91114
C 1.62872 2.91505 -8.72742
C 2.79714 2.60754 -7.79396
N 2.38789 2.69161 -6.38928
C 3.53926 2.42080 -5.51099
C 3.00553 2.34308 -4.08305
O 2.28310 1.11562 -3.97763
C 2.56761 0.32342 -2.84382
H 0.47524 1.66386 -10.92315
H -0.67105 2.45143 -9.78194
H -0.50195 0.64311 -9.83387
H 1.01025 3.66651 -8.21525
H 1.86615 3.40164 -9.68096
H 3.61349 3.29811 -8.01421
H 3.13618 1.57590 -7.93544
H 1.67827 2.00140 -6.17471
H 4.37375 3.08912 -5.71826
H 3.92375 1.41614 -5.73946
H 2.35084 3.17265 -3.80773
H 3.81254 2.37910 -3.34505
H 2.82010 0.85274 -1.92229
H 3.36371 -0.39403 -3.06663
H 1.64207 -0.23096 -2.67753
C 0.95774 -2.75575 -3.61337
O 1.04019 -3.12185 -2.25689
C 2.36333 -3.45123 -1.88939
C 2.36737 -4.54948 -0.80627
N 1.33101 -5.58876 -1.03182
C 1.67229 -6.38495 -2.20299
C 0.74034 -7.60097 -2.49164
O -0.49974 -7.10374 -2.94894
C -1.54238 -8.09364 -2.91153
H 1.86656 -2.28491 -4.00227
H 0.12878 -2.07383 -3.80092
H 0.81378 -3.67832 -4.19057
H 3.00020 -2.61293 -1.60146
H 2.81007 -3.99117 -2.73298
H 2.19962 -4.14470 0.19020
H 3.32246 -5.07608 -0.73392
H 0.50219 -5.05328 -1.29656
H 2.63374 -6.83289 -1.93256
H 1.66519 -5.82397 -3.14474
H 0.60623 -8.04725 -1.49829
H 1.24030 -8.31887 -3.14374
H -1.44940 -8.80627 -2.08703
H -1.40269 -8.68117 -3.81996
H -2.49848 -7.58828 -2.81911
C -0.85154 1.22385 -2.80527
O -0.73340 1.05881 -1.41398
C -1.63569 0.12745 -0.84541
C -1.70541 0.32800 0.67786
N -0.68548 -0.34061 1.51112
C 0.64593 -0.36672 0.81525
C 1.35751 0.96330 0.96055
O 1.40788 1.25001 2.35657
C 1.82638 2.58314 2.57626
H -0.23696 2.10527 -3.00575
H -1.88832 1.44493 -3.07743
H -0.38010 0.44263 -3.40977
H -1.34649 -0.87602 -1.17292
H -2.64134 0.36744 -1.20840
H -2.68138 -0.04275 1.00719
H -1.75333 1.40321 0.87968
H -0.49583 0.28149 2.29355
H 0.54484 -0.63501 -0.23021
H 1.24945 -1.09833 1.35363
H 0.79833 1.71505 0.39477
H 2.36532 0.89081 0.54053
H 1.70410 2.75750 3.64801
H 1.17732 3.33263 2.11739
H 2.86578 2.81388 2.32446
C 3.26565 -2.83720 2.28149
O 3.82690 -1.99273 1.55728
N 3.55463 -4.15025 2.28179
N 2.31655 -2.44842 3.15175
H 4.24316 -4.57211 1.68847
H 3.05065 -4.77436 2.88266
H 1.67489 -3.14831 3.47618
H 2.05269 -1.48431 3.24087
C -1.70265 -4.36963 1.54549
O -2.53754 -4.05512 0.68086
N -0.91177 -3.41682 2.11043
N -1.61549 -5.61708 2.04155
H -0.95842 -2.47279 1.73644
H -0.41894 -3.79205 2.89489
H -0.95779 -5.93064 2.72520
H -2.28085 -6.26178 1.64893
C 6.10746 -0.30291 -0.25792
O 6.97224 0.22638 -0.97546
N 6.05777 -1.63650 -0.05646
N 5.10637 0.43516 0.28570
H 6.71281 -2.23413 -0.51931
H 5.34651 -2.03872 0.56222
H 4.48963 -0.03563 0.93100
H 5.26095 1.42528 0.27001
C -2.27497 -3.84359 -2.72072
O -2.33537 -3.82599 -3.96038
N -1.74567 -4.85478 -1.99875
N -2.83608 -2.91048 -1.91174
H -1.80923 -4.73075 -0.99459
H -1.35711 -5.70201 -2.41447
H -2.86697 -3.16370 -0.93346
H -3.37396 -2.15192 -2.28978
*
```

B | C40H106N14O16 as an isolated structure. Source: the Open Molecules 2025 dataset; level of theory: the ωB97M-V functional and the def2-TZVPD basis.

Values from the calculation:
- Highest occupied orbital energy: -6.3 eV
- Gap between HOMO and LUMO: 0.223 hartree

Geometry as ORCA input:
```
! RIJCOSX wB97M-V def2-TZVPD def2/J DEFGRID3
* xyz 0 1
C 22.66871 -3.29290 24.85532
O 22.47686 -2.41586 25.95904
C 23.67782 -2.32566 26.63959
C 23.42888 -1.36808 27.86518
N 22.47037 -2.11013 28.71563
C 22.33118 -1.37935 29.97316
C 21.39715 -2.07116 30.99261
O 20.12815 -2.13307 30.35678
C 19.21345 -2.93230 31.03013
H 21.87254 -3.44559 24.12669
H 22.97114 -4.24995 25.28039
H 23.50823 -3.02911 24.21210
H 24.35565 -1.79064 25.97446
H 24.03613 -3.28288 27.01832
H 23.05301 -0.41078 27.50410
H 24.31037 -1.17402 28.47625
H 21.62984 -2.42318 28.25130
H 21.83063 -0.45184 29.69518
H 23.23233 -1.20211 30.56020
H 21.42437 -1.52112 31.93325
H 21.80041 -3.07900 31.09137
H 19.21070 -2.72956 32.10111
H 19.45660 -3.99431 30.99670
H 18.27955 -2.74306 30.50088
C 26.00796 -1.81579 22.36087
O 25.83317 -0.78854 23.40139
C 25.16809 -1.24558 24.58732
C 23.60759 -0.89485 24.60869
N 22.76425 -1.74652 23.76630
C 21.32489 -1.58158 23.92174
C 20.80948 -0.21119 23.33077
O 20.74329 -0.15171 21.90573
C 20.04247 0.93913 21.33844
H 25.11152 -2.24353 21.91196
H 26.71523 -2.58682 22.66647
H 26.51696 -1.27792 21.56104
H 25.62127 -0.50078 25.24152
H 25.39587 -2.22518 25.00754
H 23.50897 0.09628 24.16594
H 23.26809 -0.83337 25.64264
H 22.94552 -1.38874 22.83935
H 20.96037 -1.67588 24.94465
H 20.85643 -2.45192 23.46222
H 21.41361 0.62992 23.67088
H 19.79095 -0.10562 23.70432
H 19.05789 0.93697 21.80608
H 19.87400 1.03197 20.26554
H 20.54230 1.81636 21.74923
C 21.03518 -0.92701 27.08281
O 20.73856 -0.01639 26.04257
C 19.33899 0.37608 25.95981
C 19.37732 1.87372 25.50760
N 20.00488 1.99598 24.24119
C 20.13780 3.37382 23.75222
C 20.79838 3.56251 22.47507
O 20.63079 4.90930 21.99941
C 20.94466 4.93513 20.63683
H 20.55259 -1.88001 26.86602
H 20.87315 -0.47062 28.05930
H 22.09637 -1.16344 27.00484
H 18.90601 0.34383 26.95961
H 18.76566 -0.23182 25.25992
H 19.94419 2.37244 26.29375
H 18.40143 2.35076 25.41721
H 20.81492 1.39988 24.14842
H 20.59722 4.00013 24.51693
H 19.12684 3.76540 23.63938
H 20.47924 2.86008 21.70511
H 21.85842 3.30879 22.48122
H 20.53631 4.14647 20.00488
H 22.02600 4.99811 20.51506
H 20.59057 5.86622 20.19434
C 17.53518 -0.17249 22.82149
O 17.31272 1.13670 22.62271
C 15.94502 1.54835 22.88309
C 16.13029 3.05777 23.22507
N 17.04677 3.30550 24.33160
C 16.78405 2.74664 25.65873
C 15.40188 3.17475 26.29182
O 14.32310 2.43389 25.75106
C 13.07901 3.10875 25.93795
H 18.43596 -0.44458 22.27134
H 16.74724 -0.73307 22.31850
H 17.50334 -0.39364 23.88834
H 15.48349 1.06992 23.74691
H 15.32771 1.39133 21.99857
H 15.15041 3.48903 23.42983
H 16.37437 3.70884 22.38565
H 17.92111 2.89846 24.03168
H 17.56172 3.13252 26.31784
H 16.89090 1.66583 25.56637
H 15.27395 4.24020 26.10065
H 15.28609 2.99407 27.36049
H 12.93983 3.83038 25.13298
H 13.18200 3.56804 26.92108
H 12.25730 2.39375 25.89710
C 24.09940 2.25497 19.84890
O 24.06424 2.55971 21.22215
C 24.53135 1.42592 22.02661
C 24.34677 1.58362 23.58036
N 22.96766 1.79196 24.00999
C 22.71498 1.94764 25.44806
C 23.39973 3.07400 26.22098
O 23.39914 4.41578 25.62844
C 22.13099 5.06857 25.76756
H 23.54558 1.35126 19.59454
H 25.13505 2.11116 19.54095
H 23.76896 3.14954 19.32102
H 25.55560 1.15114 21.77460
H 23.83047 0.62543 21.78980
H 24.76239 2.49671 24.00653
H 24.86860 0.78164 24.10249
H 22.65115 2.55474 23.42854
H 22.89980 1.00375 25.96091
H 21.63267 2.05222 25.52399
H 24.44776 2.82104 26.38142
H 22.98018 3.22168 27.21611
H 21.28348 4.39539 25.89661
H 21.98382 5.67177 24.87168
H 22.12733 5.82130 26.55589
C 21.24684 12.03600 24.83156
O 22.08882 11.00443 25.28472
C 21.30386 10.02607 25.88715
C 22.33651 9.19003 26.62934
N 22.93058 8.17535 25.79284
C 23.35786 8.66201 24.49300
C 23.79745 7.49497 23.62959
O 22.62151 6.70361 23.23970
C 22.85396 5.50530 22.50550
H 20.56225 12.26936 25.64702
H 20.60001 11.68046 24.02950
H 21.63882 12.99857 24.50303
H 20.67348 9.55039 25.13586
H 20.61282 10.36268 26.65998
H 21.93168 8.65929 27.49103
H 23.18922 9.72896 27.04230
H 22.22070 7.46259 25.70269
H 24.15860 9.38362 24.65482
H 22.61694 9.17597 23.88065
H 24.57585 6.92724 24.13937
H 24.19097 7.93378 22.71270
H 21.92316 4.93958 22.54650
H 23.66015 4.85272 22.84059
H 23.02985 5.74145 21.45602
C 19.51307 3.51417 27.62862
O 20.28078 2.67561 27.94258
N 19.87914 4.55905 26.93383
N 18.20609 3.44821 27.76269
H 20.87816 4.66714 26.83200
H 19.15279 5.23217 26.73528
H 17.65659 4.21718 27.40654
H 17.84282 2.65804 28.27625
C 18.23824 2.88746 20.15211
O 18.34480 1.99588 19.36483
N 18.38308 2.75990 21.40694
N 17.84980 4.03418 19.76878
H 18.48685 1.83187 21.79176
H 18.04465 3.48400 22.02441
H 17.73441 4.75157 20.47032
H 17.61101 4.18745 18.79945
C 18.00689 5.86162 22.15700
O 17.60623 4.94250 21.50811
N 17.36717 6.97050 22.36151
N 19.19720 5.83221 22.72366
H 16.45087 7.01605 21.93911
H 17.78488 7.72054 22.89353
H 19.45009 6.64144 23.27257
H 19.75143 5.00832 22.53891
C 18.51960 -0.86686 28.32768
O 18.17800 -2.00755 27.90856
N 19.51257 -0.67166 29.20850
N 18.03635 0.27702 27.92326
H 20.16071 -1.40936 29.44474
H 19.67655 0.26882 29.53822
H 18.58350 1.08953 28.16932
H 17.20626 0.22351 27.35038
*
```

Energy above the most stable structure, in eV: A 0.000; B 40.991

A | A single C2H5NO molecule. Source: the Open Molecules 2025 dataset; level of theory: the ωB97M-V functional and the def2-TZVPD basis.

Values from the calculation:
- Highest occupied orbital energy: -9.4 eV
- Gap between HOMO and LUMO: 0.377 hartree

Geometry as ORCA input:
```
! RIJCOSX wB97M-V def2-TZVPD def2/J DEFGRID3
* xyz 0 1
O -1.63214 -0.07913 -0.23784
C -0.64927 0.61783 -0.13488
C 0.58792 0.17727 0.61651
N 1.42345 -0.72044 -0.16722
H -0.63861 1.57850 -0.67972
H 1.18863 1.06481 0.85237
H 0.31404 -0.26779 1.56312
H 1.70743 -0.29155 -1.04400
H 0.93058 -1.56992 -0.43348
*
```

B | C2H5NO as an isolated structure. Source: the Open Molecules 2025 dataset; level of theory: the ωB97M-V functional and the def2-TZVPD basis.

Values from the calculation:
- Highest occupied orbital energy: -9.2 eV
- Gap between HOMO and LUMO: 0.370 hartree

Geometry as ORCA input:
```
! RIJCOSX wB97M-V def2-TZVPD def2/J DEFGRID3
* xyz 0 1
C 0.58509 0.56327 0.30143
C -0.25860 -1.16056 0.21704
N -0.12423 1.31608 -0.54925
O 1.57213 0.64100 0.93285
H 0.23605 -1.79382 -0.55703
H 0.00167 -1.69742 1.05770
H -1.32192 -1.07508 0.28568
H -0.63083 0.90361 -1.26133
H -0.05936 2.30293 -0.42711
*
```

C | A single C2H5NO molecule. Source: the Open Molecules 2025 dataset; level of theory: the ωB97M-V functional and the def2-TZVPD basis.

Values from the calculation:
- Highest occupied orbital energy: -9.8 eV
- Gap between HOMO and LUMO: 0.395 hartree

Geometry as ORCA input:
```
! RIJCOSX wB97M-V def2-TZVPD def2/J DEFGRID3
* xyz 0 1
C -1.05802 0.02940 0.33620
N 0.12565 0.34691 -0.43120
C 1.32392 -0.22847 -0.15921
O 1.53467 -1.00848 0.74584
H -0.74676 -0.27550 1.33444
H -1.69629 0.91142 0.41045
H -1.63337 -0.79060 -0.11342
H 0.03794 0.90691 -1.26412
H 2.11225 0.10841 -0.85898
*
```

Energy above the most stable structure, in eV: A 0.808; B 1.337; C 0.000

A | A 2-piece molecular cluster, C2H5NO overall. Source: the Open Molecules 2025 dataset; level of theory: the ωB97M-V functional and the def2-TZVPD basis.

Values from the calculation:
- Highest occupied orbital energy (alpha / beta): -8.4 / -8.4 eV
- Gap between HOMO and LUMO (alpha / beta): 0.326 / 0.326 hartree

Geometry as ORCA input:
```
! RIJCOSX wB97M-V def2-TZVPD def2/J DEFGRID3
* xyz 0 1
C 0.18012 1.28716 0.07714
C -1.36310 -0.52754 0.00352
O 1.36301 -1.22123 0.14834
N -0.90149 0.60874 0.06538
H 1.70206 -1.53561 -0.69140
H 0.46609 1.83931 -0.80398
H 0.64605 1.53579 1.01786
H -2.42517 -0.70170 0.09976
H 0.33243 -1.28493 0.08338
*
```

B | A 2-piece molecular cluster, C2H5NO overall. Source: the Open Molecules 2025 dataset; level of theory: the ωB97M-V functional and the def2-TZVPD basis.

Values from the calculation:
- Highest occupied orbital energy: -10.1 eV
- Gap between HOMO and LUMO: 0.378 hartree

Geometry as ORCA input:
```
! RIJCOSX wB97M-V def2-TZVPD def2/J DEFGRID3
* xyz 0 1
C -1.66823 -0.77437 -0.06204
C 0.46189 0.51449 -0.07455
N -1.02982 0.29222 -0.22092
O 2.19535 -0.30695 -0.14664
H -2.76215 -0.70433 -0.35882
H -1.12687 -1.57258 0.36684
H 0.46298 1.20357 0.76313
H 0.86041 1.21343 -0.90991
H 2.60644 0.13452 0.64289
*
```

Energy above the most stable structure, in eV: A 0.000; B 1.008

A | A 2-piece molecular cluster, C2H5NO overall. Source: the Open Molecules 2025 dataset; level of theory: the ωB97M-V functional and the def2-TZVPD basis.

Values from the calculation:
- Highest occupied orbital energy (alpha / beta): -8.1 / -8.8 eV
- Gap between HOMO and LUMO (alpha / beta): 0.300 / 0.309 hartree

Geometry as ORCA input:
```
! RIJCOSX wB97M-V def2-TZVPD def2/J DEFGRID3
* xyz 0 1
C 0.82102 -0.29902 0.05588
C -0.20572 -0.45611 -0.96537
N -1.77112 1.00422 0.68124
O -1.10081 1.18868 1.61115
H 1.22292 -1.21115 0.64084
H 1.74363 0.15499 -0.45993
H 0.54824 0.32450 0.81613
H -1.06601 -1.01432 -0.57226
H -0.19213 0.30820 -1.80768
*
```

B | C2H5NO as an isolated structure. Source: the Open Molecules 2025 dataset; level of theory: the ωB97M-V functional and the def2-TZVPD basis.

Values from the calculation:
- Highest occupied orbital energy: -10.6 eV
- Gap between HOMO and LUMO: 0.424 hartree

Geometry as ORCA input:
```
! RIJCOSX wB97M-V def2-TZVPD def2/J DEFGRID3
* xyz 0 1
C -1.28927 -0.14831 -0.04752
C 0.51355 0.64327 0.06041
O 0.73063 1.77050 0.25237
N 0.23588 -0.53281 -0.13478
H -1.61610 0.33440 0.89017
H -1.64977 -1.15068 -0.10421
H -1.65053 0.46756 -0.88462
H 2.53363 -0.40812 -0.18382
H 2.19198 -0.97580 0.15200
*
```

Energy above the most stable structure, in eV: A 2.544; B 0.000